1.
The molecule C6H9NS at a distorted geometry. Source: the Open Molecules 2025 dataset; level of theory: ωB97M-V/def2-TZVPD.

Structure (XYZ):
```
17
Properties=species:S:1:pos:R:3:forces:R:3
C -1.6303 -1.6232 1.1442 -0.58 -0.28 0.28
C -0.6820 -1.1168 0.6088 -0.05 -0.05 0.14
C 0.4194 -0.5160 -0.1125 -0.01 0.02 0.02
C 0.2945 -0.6561 -1.6281 0.86 1.05 -0.16
N -0.9069 -0.0898 -2.2006 -0.07 1.59 0.20
S 2.0947 -0.7302 0.5856 0.03 -0.14 0.00
C 1.0492 0.7264 0.4313 -0.65 0.41 0.30
C 0.5024 1.3948 1.6912 0.77 0.50 -0.96
H -2.4881 -2.0807 1.6301 0.72 0.37 -0.37
H 1.1914 -0.1589 -2.0777 -0.68 -0.40 0.30
H 0.3420 -1.6904 -1.8913 0.06 -0.77 -0.16
H -1.7317 -0.5267 -1.8075 -0.04 0.06 0.04
H -0.9592 0.9421 -1.9975 -0.03 -1.52 -0.26
H 1.3738 1.4225 -0.3399 0.04 -0.08 0.05
H -0.3511 2.0389 1.4522 0.16 -0.03 -0.07
H 0.1740 0.6576 2.3855 -0.15 -0.56 0.63
H 1.3077 2.0063 2.1263 -0.40 -0.17 0.03
```
Positions in Å, forces in eV/Å.

Computed properties:
SMILES = C#C[C@]1(CN)S[C@@H]1C
HOMO energy = -8.9252 eV
LUMO level = 0.86 eV
molecular weight = 127.2 g mol⁻¹
total energy = -18691.009 eV
energy relative to the best compared isomer or geometry (same formula, charge and spin) = 50.8 kcal per mole

Löwdin population analysis, charges in e, atoms 1 to 2:
1 C 0.138
2 C -0.146

***

2.
The molecule C6H9NS at a distorted geometry. Source: the Open Molecules 2025 dataset; level of theory: ωB97M-V/def2-TZVPD.

Structure (XYZ):
```
17
Properties=species:S:1:pos:R:3:forces:R:3
C -0.8472 2.3756 -0.6250 0.13 0.12 0.52
C -1.2539 1.2335 -0.0459 -0.72 1.62 0.55
C -0.4872 0.0141 0.1471 -0.99 -0.07 -1.34
C -1.1596 -1.1451 0.1110 0.87 -1.08 0.53
C -2.6238 -1.4814 0.1288 0.90 0.57 -0.96
C 0.9983 0.0859 0.1471 -0.83 -0.50 0.67
N 1.5043 1.1623 0.7342 -0.81 2.51 1.43
S 1.9582 -1.1198 -0.3537 0.70 -0.86 -0.55
H 0.1589 2.4600 -1.0486 -0.39 0.00 0.10
H -1.4339 3.3102 -0.5739 0.12 -0.83 -0.33
H -2.2685 1.1983 0.3794 0.45 0.18 -0.25
H -0.5262 -2.0298 0.0645 0.04 0.04 0.21
H -2.7913 -2.2030 -0.6765 -0.20 0.09 0.12
H -2.9333 -1.9236 1.0490 0.02 -0.51 0.76
H -3.2310 -0.6159 -0.0214 -0.56 0.48 -0.27
H 2.4690 1.1553 0.9809 0.58 -0.09 -0.14
H 0.9363 1.9325 1.1872 0.70 -1.67 -1.03
```
Positions in Å, forces in eV/Å.

Computed properties:
SMILES = C=C/C(=C\C)C(N)=S
HOMO energy = -8.2470 eV
LUMO level = 0.37 eV
molecular weight = 127.2 g mol⁻¹
total energy = -18692.072 eV
energy relative to the best compared isomer or geometry (same formula, charge and spin) = 26.3 kcal per mole

Löwdin population analysis, charges in e, atoms 1 to 2:
1 C 0.008
2 C -0.161

***

3.
A cluster of 2 separate species, C6H9NS in total at a distorted geometry. Source: the Open Molecules 2025 dataset; level of theory: ωB97M-V/def2-TZVPD.

Structure (XYZ):
```
17
Properties=species:S:1:pos:R:3:forces:R:3
C 1.0686 -1.4796 -1.5154 -2.72 0.85 0.62
C -0.1445 -1.0254 -1.0378 0.54 -1.66 -1.30
C 2.1198 -0.5292 -1.3192 2.33 0.76 0.27
C 0.2747 2.3131 1.0773 2.12 -0.08 -0.13
C -1.4737 -1.7171 -0.9297 1.32 -3.14 -0.70
C -0.9101 1.8473 1.8028 0.57 -3.37 0.20
N 3.0051 0.1770 -1.0242 -1.77 -1.28 -0.80
S 1.6673 1.4597 1.6132 -1.16 0.99 -0.31
H 1.1776 -2.4305 -2.0632 0.31 0.48 0.83
H -0.2617 0.0151 -0.9059 0.49 1.18 0.84
H -2.1851 -1.3046 -1.6014 -0.41 0.18 -1.34
H -2.0203 -1.5866 -0.0401 0.04 0.53 1.81
H -1.4126 -2.8813 -1.0123 -0.05 2.11 -0.32
H -0.6882 1.0110 2.5261 -0.21 0.39 -0.34
H -1.6039 1.3721 1.0628 -0.05 1.14 0.66
H -1.2404 2.6316 2.4280 -1.15 1.12 0.11
H 2.6274 2.1272 0.9389 -0.21 -0.20 -0.11
```
Positions in Å, forces in eV/Å.

Computed properties:
HOMO energy = -8.3107 eV
LUMO level = 0.23 eV
molecular weight = 127.2 g mol⁻¹
total energy = -18688.688 eV
energy relative to the best compared isomer or geometry (same formula, charge and spin) = 104.3 kcal per mole

Löwdin population analysis, charges in e, atoms 1 to 2:
1 C -0.080
2 C -0.121